(1)
{
  "formula": "C20H24Br2N3",
  "method": "ωB97M-V with the def2-TZVPD basis set",
  "homo_energy_ev": -11.00,
  "e_lumo_ha": -0.2009,
  "orbital_gap_ev": 5.53,
  "charge": 1,
  "elements": ["Br", "C", "C", "C", "C", "C", "C", "C", "C", "C", "C", "C", "Br", "C", "C", "C", "C", "H", "H", "H", "H", "H", "H", "H", "H", "H", "H", "H", "C", "N", "C", "C", "N", "N", "C", "C", "H", "H", "H", "H", "H", "H", "H", "H", "H", "H", "H", "H", "H"],
  "xyz": [[-6.557, 1.161, 1.935], [-4.869, 0.400, 2.291], [-4.748, -0.989, 2.470], [-3.504, -1.550, 2.738], [-2.330, -0.755, 2.793], [-1.053, -1.378, 2.957], [0.145, -0.786, 2.583], [1.370, -1.443, 2.486], [2.632, -0.777, 2.397], [3.846, -1.513, 2.301], [5.072, -0.867, 2.191], [5.126, 0.539, 2.198], [6.787, 1.427, 2.066], [3.942, 1.291, 2.294], [2.717, 0.644, 2.418], [-2.478, 0.654, 2.636], [-3.730, 1.220, 2.389], [-5.630, -1.618, 2.407], [-3.402, -2.626, 2.893], [-1.048, -2.387, 3.365], [0.102, 0.264, 2.290], [1.378, -2.535, 2.449], [3.795, -2.601, 2.301], [5.988, -1.440, 2.108], [3.986, 2.374, 2.283], [1.811, 1.239, 2.522], [-1.598, 1.296, 2.713], [-3.830, 2.294, 2.274], [1.380, -4.988, 6.401], [0.278, -4.512, 5.610], [0.374, -4.642, 4.175], [-0.842, -3.893, 6.073], [-1.604, -3.293, 5.191], [-1.180, -3.989, 7.412], [-0.261, -4.021, 8.529], [-2.567, -3.809, 7.797], [1.047, -5.560, 7.274], [1.961, -5.648, 5.751], [2.026, -4.160, 6.740], [-0.640, -4.803, 3.799], [0.750, -3.725, 3.705], [1.022, -5.483, 3.918], [-2.302, -2.714, 5.664], [0.737, -3.664, 8.255], [-0.652, -3.347, 9.306], [-0.176, -5.025, 8.974], [-3.165, -3.914, 6.891], [-2.877, -4.561, 8.534], [-2.729, -2.815, 8.240]],
  "forces_ev_per_a": [[0.39, -0.16, 0.09], [0.63, -0.36, 0.15], [0.15, 0.20, 0.01], [0.25, 0.06, 0.12], [-0.68, 0.84, 0.15], [0.18, -0.29, -0.83], [0.10, 0.28, -0.15], [-0.36, 0.22, 0.30], [0.61, 0.54, -0.20], [-0.35, 0.35, -0.15], [-0.19, 0.20, 0.15], [-0.48, -0.33, -0.08], [-0.42, -0.25, 0.02], [-0.22, -0.33, 0.15], [0.49, -0.23, -0.18], [-0.39, -0.31, -0.23], [0.30, -0.30, 0.10], [0.14, 0.09, 0.01], [-0.11, 0.29, -0.03], [-0.12, -0.11, -0.09], [0.15, -0.26, 0.21], [0.03, 0.33, 0.26], [0.11, 0.21, -0.03], [-0.10, 0.07, 0.02], [0.03, -0.13, 0.04], [0.34, -0.08, -0.05], [-0.43, -0.11, 0.00], [0.01, -0.14, 0.02], [0.32, -0.31, 0.14], [-0.05, -0.27, -0.14], [-0.23, 0.15, -0.16], [-0.82, 0.54, 0.16], [0.07, 0.25, 0.49], [0.18, -0.11, -0.20], [0.21, 0.15, 0.50], [0.00, 0.20, -0.24], [0.20, 0.05, -0.36], [0.05, 0.08, 0.32], [-0.02, -0.35, -0.11], [0.29, -0.13, -0.21], [0.06, -0.24, 0.08], [-0.10, 0.16, 0.06], [0.16, -0.46, -0.19], [-0.43, -0.04, 0.20], [0.17, -0.14, -0.16], [-0.01, 0.28, -0.07], [-0.23, -0.08, 0.39], [0.19, 0.09, -0.20], [-0.09, -0.11, -0.09]]
}

***

(2)
{
  "formula": "C20H24BrCuN4O4S2",
  "method": "ωB97M-V with the def2-TZVPD basis set",
  "homo_energy_ev": -7.28,
  "e_lumo_ha": -0.0480,
  "e_above_lowest_kcal_mol": 41.9,
  "orbital_gap_ev": 5.98,
  "elements": ["Cu", "Br", "C", "C", "C", "C", "C", "N", "H", "H", "H", "H", "C", "C", "C", "S", "O", "C", "C", "C", "H", "H", "H", "H", "H", "H", "H", "H", "H", "H", "H", "H", "H", "H", "O", "S", "O", "O", "C", "N", "C", "C", "C", "N", "C", "C", "C", "N", "C", "C", "H", "H", "H", "H", "H", "H"],
  "xyz": [[1.666, 0.452, 0.527], [3.169, 1.629, -2.412], [4.103, 0.964, -0.894], [5.478, 1.018, -1.056], [6.300, 0.512, -0.040], [5.662, 0.020, 1.135], [4.246, -0.077, 1.182], [3.497, 0.440, 0.163], [5.840, 1.556, -1.955], [7.361, 0.551, -0.072], [6.220, -0.304, 2.005], [3.785, -0.755, 2.028], [3.532, -3.759, 2.604], [2.439, -4.428, 1.750], [1.720, -3.391, 0.904], [0.578, -2.371, 1.934], [0.298, -1.050, 1.276], [-1.012, -3.253, 1.957], [-1.669, -3.709, 0.627], [-2.359, -2.669, -0.323], [3.925, -4.405, 3.380], [3.012, -2.956, 3.233], [4.413, -3.340, 2.014], [1.789, -4.920, 2.501], [2.813, -5.272, 1.096], [1.042, -3.875, 0.171], [2.328, -2.652, 0.421], [-1.640, -2.431, 2.448], [-0.982, -4.139, 2.682], [-2.372, -4.476, 0.939], [-0.919, -4.235, 0.004], [-3.412, -2.587, -0.021], [-2.238, -2.977, -1.382], [-1.861, -1.766, -0.196], [-5.395, 1.048, -3.527], [-6.158, 2.278, -3.207], [-6.028, 3.369, -4.211], [-7.392, 1.968, -2.479], [-5.194, 3.447, -2.151], [-5.663, 4.677, -1.749], [-4.779, 5.364, -1.044], [-3.473, 5.003, -0.797], [-3.079, 3.749, -1.337], [-3.966, 2.970, -1.945], [-1.813, 3.109, -1.016], [-0.910, 3.636, -0.094], [0.018, 2.751, 0.482], [0.232, 1.540, -0.005], [-0.554, 1.026, -1.040], [-1.584, 1.791, -1.511], [-5.269, 6.201, -0.520], [-2.767, 5.613, -0.256], [-0.998, 4.645, 0.230], [0.691, 3.056, 1.286], [-0.355, 0.003, -1.464], [-2.316, 1.410, -2.274]],
  "forces_ev_per_a": [[-0.36, -0.62, 0.10], [-0.51, -0.15, 0.63], [0.45, 0.06, -0.29], [0.98, 0.29, 0.17], [-2.11, 0.25, 1.05], [-1.01, 0.02, -0.81], [1.52, -0.80, 0.19], [0.62, -1.09, 0.84], [0.05, -0.80, 0.77], [0.67, 0.07, -0.22], [0.10, -0.14, -0.25], [0.51, 1.97, -1.82], [0.09, 1.28, 0.24], [0.87, -0.60, 0.41], [-2.45, -0.75, -0.21], [0.44, -0.75, 1.49], [0.21, 0.18, -0.80], [-1.20, 0.24, 0.34], [0.61, -0.15, -0.66], [-0.25, -2.12, 0.68], [0.22, -0.46, -0.13], [0.87, -0.64, -1.08], [-1.26, -0.40, 0.68], [-0.19, 0.27, -0.66], [-0.21, 1.04, 0.64], [0.71, 0.32, 0.06], [0.59, 0.23, -0.29], [0.70, -1.15, -0.50], [0.38, 1.35, -0.90], [-0.19, -0.11, -0.19], [-0.21, 0.02, 0.49], [0.30, 0.23, -0.46], [-0.40, 0.08, 0.70], [0.63, 1.90, 0.10], [-0.68, 1.89, 0.44], [0.91, 0.48, 0.48], [-1.43, -1.61, -0.49], [0.61, 0.81, -1.19], [0.05, -0.55, 0.46], [0.82, -2.28, -0.25], [-1.46, 0.76, 0.73], [1.09, -1.43, -0.96], [-1.45, 1.64, 0.56], [0.15, 0.61, 0.16], [1.21, -1.16, 0.34], [-0.15, -1.45, 0.01], [0.10, 0.87, -1.08], [-1.43, -1.02, -1.19], [0.57, 0.85, 0.84], [-1.11, 0.12, -0.87], [0.75, 0.10, -0.43], [-0.23, 0.18, 0.16], [-0.02, 0.48, 0.46], [-0.30, 0.04, -0.20], [0.02, 1.24, 0.83], [0.84, 0.36, 0.88]]
}

***

(3)
{
  "formula": "C20H24BrN3O3S",
  "method": "ωB97M-V with the def2-TZVPD basis set",
  "homo_energy_ev": -8.67,
  "e_lumo_ha": 0.0072,
  "e_above_lowest_kcal_mol": 43.4,
  "orbital_gap_ev": 8.86,
  "elements": ["C", "C", "C", "C", "C", "C", "N", "N", "C", "O", "C", "N", "C", "C", "C", "C", "Br", "C", "C", "S", "O", "O", "C", "C", "C", "C", "C", "C", "H", "H", "H", "H", "H", "H", "H", "H", "H", "H", "H", "H", "H", "H", "H", "H", "H", "H", "H", "H", "H", "H", "H", "H"],
  "xyz": [[3.389, 1.746, 1.782], [3.635, 0.519, 0.913], [3.808, -0.740, 1.761], [4.007, -1.995, 0.914], [2.788, -2.422, 0.149], [2.980, -3.503, -0.865], [1.698, -1.849, 0.450], [0.519, -2.085, -0.229], [0.347, -1.919, -1.558], [1.240, -1.812, -2.376], [-1.131, -1.774, -1.948], [-1.738, -0.695, -1.187], [-1.000, 0.486, -1.025], [-0.382, 1.070, -2.133], [0.334, 2.242, -2.000], [0.431, 2.844, -0.757], [1.407, 4.463, -0.574], [-0.167, 2.278, 0.354], [-0.875, 1.098, 0.220], [-2.788, -1.198, 0.034], [-3.585, -2.238, -0.540], [-2.053, -1.532, 1.228], [-3.790, 0.256, 0.296], [-4.028, 0.709, 1.579], [-4.825, 1.828, 1.760], [-5.370, 2.472, 0.660], [-5.130, 2.000, -0.622], [-4.337, 0.880, -0.808], [4.215, 1.898, 2.473], [2.477, 1.620, 2.361], [3.290, 2.638, 1.169], [2.792, 0.378, 0.235], [4.531, 0.676, 0.309], [4.674, -0.614, 2.415], [2.924, -0.875, 2.385], [4.305, -2.830, 1.556], [4.817, -1.836, 0.196], [2.132, -4.188, -0.844], [3.014, -3.068, -1.864], [3.900, -4.051, -0.679], [-0.283, -1.986, 0.390], [-1.194, -1.581, -3.023], [-1.697, -2.679, -1.720], [-0.449, 0.600, -3.099], [0.816, 2.683, -2.859], [-0.066, 2.743, 1.322], [-1.293, 0.633, 1.096], [-3.586, 0.184, 2.411], [-5.019, 2.195, 2.755], [-5.988, 3.345, 0.802], [-5.561, 2.503, -1.474], [-4.137, 0.484, -1.791]],
  "forces_ev_per_a": [[0.09, -0.12, -0.23], [-0.05, 0.02, 0.26], [0.09, -0.03, -0.33], [-0.11, 0.30, 0.39], [-0.02, -0.35, -0.48], [-0.15, 0.03, -0.13], [0.04, 0.64, 0.58], [-0.01, -0.70, 0.19], [-0.14, 0.02, -0.22], [-0.04, 0.03, -0.09], [0.16, -0.32, -0.21], [-1.09, -0.35, 0.59], [0.33, 0.88, 0.25], [-0.19, -0.22, 0.14], [0.07, 0.09, 0.11], [0.07, 0.15, 0.04], [-0.06, -0.09, -0.02], [0.08, 0.13, -0.11], [0.17, -0.03, -0.10], [-0.08, 0.20, -0.50], [-0.15, -0.03, -0.18], [-0.06, 0.27, 0.22], [0.34, -0.38, -0.07], [0.09, -0.12, 0.13], [-0.01, -0.06, -0.02], [0.00, 0.01, 0.02], [0.04, -0.09, -0.03], [-0.11, 0.04, -0.14], [0.07, 0.05, 0.13], [-0.12, 0.03, 0.11], [-0.05, 0.14, 0.00], [0.06, 0.03, -0.06], [0.03, -0.03, -0.08], [-0.01, -0.01, 0.07], [0.02, 0.02, 0.11], [0.08, -0.09, -0.10], [0.05, -0.09, -0.02], [-0.04, -0.05, -0.04], [0.04, -0.04, 0.02], [0.04, -0.05, 0.09], [0.23, 0.04, -0.21], [0.07, -0.06, 0.18], [0.13, -0.05, -0.20], [-0.01, -0.08, -0.13], [0.03, 0.03, -0.05], [0.01, 0.04, 0.07], [0.07, 0.05, 0.11], [0.05, 0.01, 0.14], [-0.01, 0.02, 0.08], [-0.04, 0.08, 0.01], [-0.02, 0.03, -0.08], [0.00, 0.03, -0.17]]
}

***

(4)
{
  "formula": "C20H24ClN5O4S",
  "method": "ωB97M-V with the def2-TZVPD basis set",
  "homo_energy_ev": -8.06,
  "e_lumo_ha": 0.0016,
  "orbital_gap_ev": 8.10,
  "elements": ["C", "C", "H", "C", "N", "C", "O", "C", "C", "N", "H", "H", "C", "N", "S", "C", "O", "N", "H", "H", "C", "C", "C", "C", "C", "C", "H", "H", "Cl", "H", "H", "H", "C", "O", "N", "C", "H", "H", "C", "H", "C", "H", "H", "C", "H", "H", "C", "H", "O", "H", "H", "H", "H", "H", "H"],
  "xyz": [[0.672, -2.633, 2.240], [1.293, -1.669, 1.236], [1.959, -2.222, 0.569], [0.243, -0.974, 0.368], [-0.621, -0.055, 1.099], [-1.860, 0.150, 0.557], [-2.271, -0.566, -0.356], [-2.672, 1.252, 1.038], [-3.972, 1.495, 0.576], [-4.698, 0.692, -0.207], [-4.213, -0.070, -0.660], [-5.585, 1.052, -0.533], [-4.447, 2.735, 1.111], [-3.593, 3.378, 1.880], [-2.195, 2.585, 2.045], [-5.775, 3.296, 0.799], [-6.564, 2.741, 0.050], [-6.030, 4.470, 1.409], [-5.326, 4.880, 1.998], [-6.903, 4.941, 1.245], [-0.177, 0.577, 2.277], [0.945, 1.401, 2.274], [1.384, 1.979, 3.450], [0.700, 1.737, 4.631], [-0.422, 0.922, 4.649], [-0.855, 0.341, 3.473], [-1.730, -0.293, 3.473], [-0.945, 0.741, 5.574], [1.249, 2.459, 6.100], [2.251, 2.621, 3.450], [1.451, 1.592, 1.340], [-0.430, -1.728, -0.060], [0.938, -0.239, -0.791], [1.266, 0.929, -0.739], [1.146, -1.018, -1.867], [1.917, -0.590, -3.008], [1.335, -0.756, -3.920], [2.118, 0.477, -2.887], [3.235, -1.376, -3.085], [3.786, -1.226, -2.148], [4.076, -0.990, -4.316], [4.946, -0.399, -4.042], [3.467, -0.411, -5.011], [4.449, -2.341, -4.929], [4.558, -2.303, -6.010], [5.373, -2.718, -4.489], [3.273, -3.209, -4.486], [3.504, -4.273, -4.433], [2.965, -2.772, -3.179], [2.411, -3.061, -5.153], [0.922, -2.001, -1.838], [1.893, -0.922, 1.760], [1.453, -3.153, 2.789], [0.059, -3.373, 1.729], [0.050, -2.101, 2.953]],
  "forces_ev_per_a": [[0.13, 0.13, -0.11], [-0.22, -0.04, 0.09], [0.03, 0.08, -0.01], [0.20, -0.11, -0.19], [0.14, -0.38, -0.27], [-0.10, -0.15, -0.13], [0.00, 0.01, -0.04], [-0.41, 0.72, 0.19], [0.58, -0.11, 0.40], [-0.26, -0.25, -0.40], [-0.07, 0.10, 0.03], [0.10, -0.08, 0.02], [0.66, -0.23, 0.10], [-0.33, 0.21, -0.11], [-0.38, -0.12, -0.30], [-0.24, 0.44, 0.18], [-0.05, -0.17, -0.13], [-0.09, 0.20, 0.09], [-0.02, 0.03, 0.01], [0.05, -0.08, -0.03], [0.15, 0.13, 0.50], [-0.13, 0.01, -0.03], [-0.03, 0.00, 0.15], [-0.12, -0.08, -0.19], [0.06, 0.05, 0.05], [0.26, -0.05, -0.09], [-0.05, -0.08, -0.02], [-0.04, 0.01, 0.09], [0.07, 0.09, 0.18], [0.07, 0.06, 0.03], [0.00, -0.01, -0.08], [0.22, 0.11, 0.07], [-0.44, -0.45, 0.07], [0.13, 0.42, 0.09], [0.09, -0.30, -0.28], [0.45, -0.21, 0.05], [0.09, 0.07, -0.02], [-0.04, -0.08, -0.09], [-0.12, 0.61, 0.07], [-0.08, 0.02, -0.10], [-0.07, -0.17, 0.12], [-0.01, 0.08, -0.02], [0.00, 0.06, -0.04], [-0.18, -0.09, 0.14], [0.05, -0.02, -0.06], [0.02, -0.03, -0.03], [0.12, -0.10, -0.37], [-0.04, 0.04, -0.06], [-0.10, -0.05, 0.24], [0.07, -0.05, 0.02], [-0.10, 0.08, 0.13], [0.11, -0.05, -0.09], [0.02, -0.08, 0.09], [-0.08, -0.10, -0.02], [-0.08, -0.02, 0.09]]
}